{"formula": "C4H4", "method": "wB97M-V/def2-TZVPD", "fmax_ev_per_a": 2.82, "homo_lumo_gap_ev": [7.540, 9.860], "spin_multiplicity": 1, "e_tot_ha": -154.48299, "elements": ["C", "C", "C", "C", "H", "H", "H", "H"], "xyz": [[-0.263818, -0.228191, 1.142517], [-0.733216, 0.990377, 0.390336], [0.478807, -0.187172, -0.138868], [0.159218, 1.096335, -0.609964], [0.260118, -0.018575, 2.076179], [-0.864512, -1.077510, 1.041731], [0.268426, 1.546929, -1.665737], [0.694976, -2.122192, -2.236195]], "forces_ev_per_angstrom": [[1.67, 1.22, 0.31], [-0.92, -0.65, -0.31], [-0.24, 0.87, -0.72], [1.23, 0.31, -2.52], [-0.20, -0.33, -0.21], [-1.39, -1.14, 0.93], [-0.12, -0.40, 2.37], [-0.04, 0.11, 0.13]], "nbo_charge": [-0.52, 0.06, 0.08, -0.36, 0.25, 0.24, 0.26, -0.02]}